No. 1
Entry from the Open Molecules 2025 dataset: a structure of composition C11H19ClINOPV in a non-equilibrium geometry (ωB97M-V/def2-TZVPD).

As for the strongest force on any atom: 9.999 eV/Å. Its spin multiplicity is 2. The value obtained for the frontier orbital gap (spin up / spin down) is 5.261 / 5.968 eV. The value obtained for the LUMO energy (spin up / spin down) is -14.5820 / -13.8893 eV. The value obtained for the molar mass is 425.55 g mol⁻¹. Its expectation value of S² is 0.800. Its charge is +3. The energy relative to the best compared isomer or geometry (same formula, charge and spin) comes out at 0.0 kJ/mol.

Geometry (Å):
C -0.239 -4.465 -2.892
I 0.987 -2.790 -2.211
H -1.290 -4.293 -2.652
H 0.189 -5.322 -2.357
H -0.051 -4.523 -3.972
V -0.124 -1.019 -0.611
P -0.196 0.814 -2.021
C 1.365 1.233 -2.867
C -1.325 0.327 -3.369
H -1.781 2.294 -0.954
H -0.986 3.115 -2.328
H -0.122 2.905 -0.778
C -0.828 2.439 -1.476
H -2.321 0.160 -2.943
H -1.368 1.120 -4.129
H 1.185 1.927 -3.702
H 1.848 0.327 -3.257
H -0.989 -0.610 -3.830
H 2.056 1.705 -2.154
C 1.732 -0.708 -0.373
O 2.860 -0.443 -0.200
Cl -2.213 -1.828 -0.539
C 0.385 1.192 5.432
C 0.161 0.696 4.033
C 0.695 1.397 2.957
C 0.554 0.927 1.656
N -0.092 -0.236 1.385
C -0.699 -0.886 2.406
C -0.575 -0.459 3.732
H 1.451 1.195 5.691
H 0.026 2.221 5.561
H -0.128 0.572 6.171
H 1.233 2.324 3.133
H 0.948 1.494 0.808
H -1.298 -1.762 2.135
H -1.049 -1.039 4.516

Atomic forces in eV per Å
C -0.4 -0.7 -0.2
I 0.3 -0.4 -0.2
H 0.3 0.2 0.1
H -0.1 0.4 -0.1
H 0.1 0.2 0.3
V -5.9 -2.1 2.2
P -0.2 2.6 -2.9
C 0.6 -0.5 0.4
C -0.2 -0.7 0.4
H 0.1 0.1 -0.1
H 0.2 -0.5 -0.1
H -0.1 0.0 -0.2
C -0.2 -0.3 1.2
H 0.1 0.1 -0.2
H 0.1 -0.1 0.3
H -0.2 -0.2 0.3
H -0.1 0.2 0.0
H -0.1 0.3 0.0
H -0.1 0.0 -0.2
C 9.6 2.5 1.5
O -5.8 -1.6 -0.9
Cl 1.9 0.9 -0.2
C -0.3 -0.3 0.2
C 0.0 -0.1 0.7
C 0.2 0.2 -1.4
C 0.3 0.6 0.9
N -0.1 -0.2 -1.5
C -0.1 -0.4 0.9
C -0.1 -0.3 -0.9
H -0.1 0.0 -0.2
H 0.1 -0.1 -0.2
H 0.1 0.0 -0.2
H 0.0 -0.1 -0.1
H 0.0 -0.2 0.4
H 0.3 0.3 0.3
H 0.0 0.1 -0.1

***

No. 2
Entry from the Open Molecules 2025 dataset: an isolated molecule of C4H5I in a non-equilibrium geometry (ωB97M-V/def2-TZVPD).

As for the strongest force on any atom: 2.908 eV/Å. Its structure (SMILES) is CC1=C[C@H]1I. The value obtained for the frontier orbital gap is 8.812 eV. The value obtained for the LUMO energy is 0.0576 eV. The value obtained for the molar mass is 179.99 g mol⁻¹. The energy relative to the best compared isomer or geometry (same formula, charge and spin) comes out at 128.3 kJ/mol.

Geometry (Å):
C 0.283 -0.084 -1.372
C 0.919 -0.809 -0.280
C -0.339 0.026 -0.213
C -1.198 0.649 0.784
I 3.295 -0.491 0.508
H 0.293 0.141 -2.411
H 0.927 -1.880 -0.189
H -0.575 1.322 1.382
H -1.607 -0.101 1.462
H -1.999 1.227 0.329

Atomic forces in eV per Å
C -0.1 -0.3 1.3
C -0.8 0.4 -0.6
C 2.9 -0.4 0.0
C -0.4 0.1 0.1
I -1.8 0.2 -0.5
H 0.1 0.1 -0.5
H 0.3 -0.1 0.2
H 0.0 -0.1 -0.1
H 0.0 0.1 0.0
H -0.1 0.0 0.0

***

No. 3
Entry from the Open Molecules 2025 dataset: an isolated molecule of C5H10O2 in a non-equilibrium geometry (ωB97M-V/def2-TZVPD).

As for the strongest force on any atom: 3.583 eV/Å. Its structure (SMILES) is CO[C@H]1C[C@H]1CO. The value obtained for the frontier orbital gap is 10.096 eV. The value obtained for the LUMO energy is 0.9471 eV. The value obtained for the molar mass is 102.13 g mol⁻¹. The energy relative to the best compared isomer or geometry (same formula, charge and spin) comes out at 402.1 kJ/mol.

Geometry (Å):
C 2.387 0.414 -0.033
O 1.066 0.336 -0.528
C 0.355 -0.644 0.150
C -0.280 -0.316 1.479
C -1.103 -0.515 0.256
C -1.970 0.473 -0.485
O -1.635 0.904 -1.785
H 2.911 -0.546 -0.154
H 2.386 0.678 1.033
H 2.908 1.185 -0.603
H 0.673 -1.665 -0.043
H -0.416 -1.105 2.206
H -0.154 0.691 1.865
H -1.550 -1.598 0.267
H -2.547 -0.472 -0.480
H -2.551 1.247 0.041
H -0.677 0.935 -1.905

Atomic forces in eV per Å
C 0.3 0.1 0.1
O -0.1 0.0 0.1
C 0.3 -0.4 0.2
C 0.4 -0.1 0.4
C 0.2 -1.5 0.3
C -1.2 -1.8 0.2
O 0.3 -0.2 0.0
H -0.1 0.2 0.0
H 0.0 0.0 -0.2
H -0.1 -0.1 0.1
H 0.4 0.1 0.1
H 0.4 0.2 0.2
H 0.0 -0.1 -0.1
H 0.9 2.0 0.0
H -2.5 1.8 -1.9
H 0.8 -0.3 0.2
H -0.1 0.0 0.3

***

No. 4
Entry from the Open Molecules 2025 dataset: the ion C3H4NO with charge +1 in a non-equilibrium geometry (ωB97M-V/def2-TZVPD).

As for the strongest force on any atom: 4.999 eV/Å. The value obtained for the frontier orbital gap is 11.840 eV. The value obtained for the LUMO energy is -5.5763 eV. The value obtained for the molar mass is 70.07 g mol⁻¹. Its charge is +1. The energy relative to the best compared isomer or geometry (same formula, charge and spin) comes out at 397.8 kJ/mol.

Geometry (Å):
C -1.312 0.079 0.081
C 0.294 0.832 0.035
C 0.278 -0.864 0.016
N -1.241 1.274 0.089
O -1.127 -1.171 0.006
H 1.043 1.293 0.784
H 0.481 1.072 -0.928
H 0.727 -1.339 -1.006
H 0.857 -1.176 0.923

Atomic forces in eV per Å
C -0.9 0.1 0.2
C 1.4 -1.4 1.8
C 4.6 -0.3 -1.8
N -0.4 -0.1 0.7
O -1.7 0.2 0.7
H -2.0 -0.8 -0.7
H 1.2 1.1 -2.8
H -0.9 1.5 2.6
H -1.2 -0.3 -0.7

***

What is the strongest force on any atom in the first record?
9.999 eV/Å